72
Properties=species:S:1:pos:R:3 method="wB97M-V/def2-TZVPD" total_charge=0 e_lumo_ev=-0.10 smiles="C[N+](=O)[O-].C[N+](=O)[O-].C[N+](=O)[O-].C[N+](=O)[O-].C[N+](=O)[O-].C[N+](=O)[O-].CCOC(=O)OC.CCOC(=O)OC" de_lowest_kcal_mol=0.4 orbital_gap_ev=10.86 e_tot_ev=-60847.5825 max_force_ev_per_a=3.25
C 3.073 2.183 -2.608
C 3.562 1.794 -1.216
O 4.017 0.443 -1.274
C 4.790 0.130 -0.242
O 5.149 0.887 0.615
O 5.207 -1.144 -0.370
C 6.162 -1.523 0.688
H 2.914 1.358 -3.317
H 3.761 2.926 -3.071
H 2.110 2.645 -2.484
H 2.763 1.799 -0.473
H 4.413 2.395 -0.838
H 5.617 -1.972 1.528
H 6.747 -0.664 1.028
H 6.818 -2.260 0.279
C -1.258 4.385 -0.475
C -2.583 3.656 -0.435
O -2.358 2.402 0.249
C -2.812 2.420 1.492
O -3.555 3.240 1.958
O -2.264 1.327 2.090
C -2.736 0.998 3.437
H -0.540 3.601 -0.738
H -1.030 4.824 0.478
H -1.214 4.994 -1.378
H -2.996 3.446 -1.429
H -3.354 4.176 0.136
H -1.971 0.375 3.958
H -3.715 0.529 3.568
H -2.771 1.909 4.010
C -0.953 0.738 -3.327
N -1.329 2.061 -3.728
O -0.858 2.964 -3.043
O -2.071 2.205 -4.671
H -1.120 0.112 -4.179
H -1.469 0.491 -2.383
H 0.109 0.818 -3.114
C 0.461 -4.181 -2.982
N 0.096 -2.818 -3.363
O 0.947 -2.102 -3.833
O -1.042 -2.507 -3.127
H -0.421 -4.837 -2.953
H 0.786 -4.137 -1.914
H 1.248 -4.645 -3.629
C -0.133 -4.307 2.458
N -0.411 -4.207 3.924
O -0.502 -3.035 4.263
O -0.571 -5.172 4.603
H -0.935 -3.837 1.895
H -0.073 -5.369 2.120
H 0.795 -3.834 2.226
C -5.273 0.527 -1.172
N -5.100 -0.695 -0.241
O -4.301 -0.528 0.617
O -5.749 -1.704 -0.483
H -5.375 1.413 -0.527
H -6.089 0.393 -1.894
H -4.300 0.577 -1.732
C 2.652 0.318 3.488
N 1.123 0.345 3.486
O 0.622 -0.420 2.716
O 0.561 1.116 4.222
H 3.044 0.767 2.579
H 2.955 -0.706 3.429
H 2.873 0.781 4.432
C -0.871 -0.786 0.225
N 0.438 -1.509 -0.063
O 1.277 -0.908 -0.652
O 0.566 -2.659 0.289
H -0.854 0.262 -0.121
H -1.094 -0.840 1.302
H -1.601 -1.424 -0.313